(1)
{
  "formula": "C26H29N5O7Si",
  "method": "ωB97M-V with the def2-TZVPD basis set",
  "gap_ev": 5.875,
  "smiles": "O=[N+]([O-])c1cc([N+](=O)[O-])c2no[n+]([O-])c2c1.C[Si](C)(C)OC(c1ccccc1)(c1ccccc1)[C@@H]1CCCN1",
  "homo_ev": -8.7,
  "symbols": ["O", "N", "O", "C", "C", "C", "N", "O", "O", "C", "N", "O", "N", "O", "C", "C", "H", "H", "C", "Si", "C", "C", "O", "C", "C", "C", "C", "C", "C", "C", "C", "C", "C", "C", "C", "C", "C", "C", "C", "C", "N", "H", "H", "H", "H", "H", "H", "H", "H", "H", "H", "H", "H", "H", "H", "H", "H", "H", "H", "H", "H", "H", "H", "H", "H", "H", "H", "H"],
  "positions_angstrom": [[-3.31846, -0.48467, 4.05631], [-2.85226, -0.26379, 2.92647], [-1.72356, -0.74057, 2.57749], [-3.57590, 0.56379, 2.00324], [-4.74903, 1.21027, 2.47802], [-5.45378, 2.11182, 1.67540], [-6.59782, 2.80943, 2.25792], [-7.20843, 3.69566, 1.63369], [-6.92098, 2.47109, 3.42009], [-4.98377, 2.35500, 0.32146], [-5.57618, 3.02304, -0.70929], [-4.74899, 2.80061, -1.79840], [-3.62051, 2.04155, -1.42955], [-2.72622, 1.82012, -2.23649], [-3.79718, 1.71233, -0.07941], [-3.13819, 0.74691, 0.67265], [-5.09119, 0.98572, 3.48482], [-2.35630, 0.18926, 0.19517], [3.24522, -0.59176, -3.75741], [2.16401, 0.40509, -2.60644], [3.18846, 1.69365, -1.72428], [0.73748, 1.12666, -3.55797], [1.47718, -0.62339, -1.48586], [1.44961, -0.80504, -0.08046], [2.75006, -1.47007, 0.41374], [3.74099, -1.88905, -0.46957], [4.99308, -2.26334, 0.03040], [5.19993, -2.34205, 1.41134], [4.13485, -2.12232, 2.29431], [2.89797, -1.70922, 1.79288], [1.09879, 0.53348, 0.58867], [1.85532, 1.13337, 1.60472], [1.49800, 2.40656, 2.07295], [0.41167, 3.08923, 1.52586], [-0.30579, 2.51638, 0.47939], [0.03446, 1.24493, 0.02145], [0.34303, -1.82937, 0.22450], [0.46006, -3.15375, -0.55979], [-0.97841, -3.54370, -0.90343], [-1.87379, -2.46033, -0.30392], [-0.99075, -1.33473, 0.05703], [3.56270, 0.04395, -4.59584], [4.15235, -0.96678, -3.27029], [2.69434, -1.44669, -4.16822], [3.69641, 2.31673, -2.47703], [2.57810, 2.34887, -1.08750], [3.95719, 1.22146, -1.09552], [1.12326, 1.73568, -4.38822], [0.11798, 0.32049, -3.97425], [0.09140, 1.75532, -2.93412], [3.54261, -1.91485, -1.54385], [5.79597, -2.47203, -0.67501], [6.18491, -2.59930, 1.80169], [4.25133, -2.23325, 3.37564], [2.05010, -1.54414, 2.46800], [2.71840, 0.61263, 2.01827], [2.09453, 2.86881, 2.86008], [0.13239, 4.08946, 1.86293], [-1.12948, 3.04601, -0.00035], [-0.53292, 0.78943, -0.79015], [0.43375, -2.06957, 1.30385], [1.07850, -3.02703, -1.45786], [0.94858, -3.88937, 0.09112], [-1.10729, -3.60711, -1.98663], [-1.22526, -4.51163, -0.46108], [-2.66051, -2.12333, -0.98934], [-2.34754, -2.86021, 0.61607], [-1.29447, -0.94230, 0.97993]]
}


(2)
{
  "formula": "C5H11O2",
  "method": "ωB97M-V with the def2-TZVPD basis set",
  "total_charge": -1,
  "gap_ev": 6.776,
  "homo_ev": -3.0,
  "e_above_lowest_kj_mol": 220.2,
  "symbols": ["C", "O", "C", "C", "C", "C", "H", "H", "H", "H", "H", "H", "H", "H", "H", "H", "H", "O"],
  "positions_angstrom": [[0.98574, -0.84496, -0.49725], [1.77275, -0.02585, -1.22988], [-0.15852, -0.02695, 0.17713], [-1.02939, -0.85245, 1.13880], [-2.49647, -0.46618, 1.19757], [-3.25813, -0.28786, 0.12441], [0.45430, -1.62966, -1.08700], [1.54795, -1.36143, 0.31165], [-0.69218, 0.46846, -0.63234], [0.29008, 0.78486, 0.75581], [-0.98168, -1.90670, 0.83474], [-0.70208, -0.85578, 2.18217], [-2.96975, -0.36127, 2.17275], [-2.80038, -0.43711, -0.85118], [-4.33167, -0.15424, 0.10495], [3.69892, 1.72112, -0.05003], [2.56051, 1.40797, -1.02590], [3.18977, 2.13479, -0.74594]]
}


(3)
{
  "formula": "C16H26N2O4S",
  "method": "ωB97M-V with the def2-TZVPD basis set",
  "gap_ev": 9.601,
  "smiles": "CCOC(=O)c1ccc(S(=O)(=O)NC2CCCCCCC2)n1C",
  "homo_ev": -8.9,
  "e_above_lowest_kj_mol": 190.8,
  "symbols": ["C", "C", "O", "C", "O", "C", "C", "C", "C", "S", "O", "O", "N", "C", "C", "C", "C", "C", "C", "C", "C", "N", "C", "H", "H", "H", "H", "H", "H", "H", "H", "H", "H", "H", "H", "H", "H", "H", "H", "H", "H", "H", "H", "H", "H", "H", "H", "H", "H"],
  "positions_angstrom": [[-6.53562, -0.58048, 0.71546], [-5.55236, -1.08463, -0.33141], [-4.54414, -0.11457, -0.61366], [-3.50206, -0.06585, 0.23081], [-3.36878, -0.80921, 1.17661], [-2.56350, 0.97932, -0.16754], [-2.63467, 1.82156, -1.27028], [-1.50445, 2.63531, -1.23653], [-0.77981, 2.27394, -0.11582], [0.80384, 2.97552, 0.30476], [0.80401, 4.32120, -0.17485], [1.10008, 2.71465, 1.68311], [1.90787, 2.15571, -0.60430], [2.19441, 0.76228, -0.31436], [1.37201, -0.15382, -1.23137], [1.32743, -1.63866, -0.85722], [2.65278, -2.38929, -1.04113], [3.45061, -2.63215, 0.24568], [3.54230, -1.47501, 1.23923], [4.30579, -0.23613, 0.77459], [3.71123, 0.52414, -0.41368], [-1.42113, 1.27284, 0.52785], [-0.99724, 0.63089, 1.74242], [-6.02455, -0.43168, 1.66328], [-6.97252, 0.36277, 0.39702], [-7.32711, -1.31139, 0.85353], [-5.07249, -2.00624, 0.01444], [-6.05005, -1.25916, -1.28737], [-3.41990, 1.82502, -1.99819], [-1.23000, 3.41272, -1.91952], [1.90645, 2.42232, -1.57418], [1.87899, 0.64674, 0.72494], [0.34392, 0.21870, -1.24641], [1.76153, -0.05879, -2.24957], [0.97514, -1.75355, 0.16832], [0.57518, -2.09896, -1.50241], [3.26668, -1.86327, -1.77086], [2.44207, -3.37221, -1.47012], [4.46031, -2.94350, -0.03200], [2.98899, -3.47008, 0.77547], [2.54126, -1.18729, 1.55950], [4.05502, -1.85487, 2.12736], [4.35552, 0.44925, 1.62385], [5.32945, -0.52158, 0.52124], [3.94363, 0.01445, -1.34742], [4.19471, 1.50215, -0.45510], [-1.82417, 0.60240, 2.45144], [-0.70212, -0.40024, 1.53885], [-0.16460, 1.18876, 2.16554]]
}


(4)
{
  "formula": "C5H12N2O",
  "method": "ωB97M-V with the def2-TZVPD basis set",
  "total_charge": -1,
  "gap_ev": [3.550, 8.224],
  "spin_multiplicity": 2,
  "homo_ev": [0.5, -4.4],
  "e_above_lowest_kj_mol": 606.7,
  "symbols": ["C", "O", "C", "C", "C", "C", "N", "N", "H", "H", "H", "H", "H", "H", "H", "H", "H", "H", "H", "H"],
  "positions_angstrom": [[2.08253, 0.43859, -0.18776], [3.01120, -0.15170, 0.67024], [0.64806, 0.13723, 0.16020], [-0.42673, 0.69970, -0.84585], [-1.84453, 0.46308, -0.34908], [-2.69304, 1.37598, 0.17605], [-1.82398, -1.01355, -0.30334], [0.64265, -1.68019, 0.43872], [2.25030, 0.07901, -1.26148], [2.19024, 1.50451, -0.18131], [2.44902, -0.91095, 0.86565], [0.33555, 0.48059, 1.18998], [-0.28099, 0.08477, -1.69035], [-0.34275, 1.77723, -1.20658], [-3.49231, 1.18807, 0.99601], [-2.50066, 2.41303, -0.06723], [-2.78829, -1.25328, 0.00563], [-1.13634, -1.28135, 0.37791], [0.26655, -1.71818, 1.45288], [0.63157, -0.98128, -0.51203]]
}


(5)
{
  "formula": "C2H7N4O2S2",
  "method": "ωB97M-V with the def2-TZVPD basis set",
  "total_charge": 1,
  "gap_ev": [9.028, 5.612],
  "smiles": "NS(=O)(=O)C=[N+]=N[C@@H]([NH3+])[S-]",
  "homo_ev": [-14.1, -12.3],
  "e_above_lowest_kj_mol": 88.5,
  "symbols": ["N", "S", "O", "O", "C", "N", "N", "C", "N", "S", "H", "H", "H", "H", "H", "H", "H"],
  "positions_angstrom": [[1.19141, 2.65306, -0.63731], [1.04063, 1.07045, -0.23175], [2.36660, 0.54323, 0.03224], [0.11093, 0.48725, -1.12934], [-0.03992, 1.19750, 1.30233], [-1.00634, 0.43632, 1.24896], [-1.58084, -0.61308, 0.96558], [-0.73163, -1.78649, 0.60770], [-1.07294, -1.89344, -0.91072], [0.98458, -1.89146, 0.94147], [1.90344, 3.03203, -0.08871], [1.14544, 2.96447, -1.57807], [0.26470, 1.82258, 2.23396], [-1.29696, -2.51007, 1.15542], [-0.90428, -2.81818, -1.49990], [-0.30329, -1.15501, -1.27354], [-2.07151, -1.53915, -1.13832]]
}


(6)
{
  "formula": "C53H114F15N6O16",
  "method": "ωB97M-V with the def2-TZVPD basis set",
  "gap_ev": [2.755, 5.049],
  "spin_multiplicity": 2,
  "homo_ev": [-2.6, -4.9],
  "symbols": ["C", "C", "O", "N", "H", "H", "C", "H", "H", "H", "H", "H", "H", "C", "C", "O", "N", "H", "H", "C", "H", "H", "H", "H", "H", "H", "C", "C", "O", "N", "H", "H", "C", "H", "H", "H", "H", "H", "H", "C", "C", "N", "C", "C", "C", "C", "C", "O", "C", "H", "H", "H", "H", "H", "H", "H", "H", "H", "H", "H", "H", "H", "H", "H", "H", "H", "H", "H", "H", "C", "C", "N", "C", "C", "C", "C", "C", "O", "C", "H", "H", "H", "H", "H", "H", "H", "H", "H", "H", "H", "H", "H", "H", "H", "H", "H", "H", "H", "H", "C", "C", "N", "C", "C", "C", "C", "C", "O", "C", "H", "H", "H", "H", "H", "H", "H", "H", "H", "H", "H", "H", "H", "H", "H", "H", "H", "H", "H", "H", "C", "O", "O", "C", "F", "F", "F", "C", "C", "H", "H", "H", "H", "H", "H", "C", "O", "O", "C", "F", "F", "F", "C", "C", "H", "H", "H", "H", "H", "H", "C", "O", "O", "C", "F", "F", "F", "C", "C", "H", "H", "H", "H", "H", "H", "C", "O", "O", "C", "F", "F", "F", "C", "C", "H", "H", "H", "H", "H", "H", "C", "O", "O", "C", "F", "F", "F", "C", "C", "H", "H", "H", "H", "H", "H"],
  "positions_angstrom": [[0.32314, -1.84729, 0.06803], [1.25763, -0.76098, 0.53510], [2.11057, -0.84368, 1.43378], [0.83274, 0.60410, 0.00690], [1.68777, 1.03509, -0.31447], [0.30046, 0.55609, -0.85011], [0.10286, 1.37650, 1.12237], [0.73125, -2.32021, -0.82522], [-0.67224, -1.43235, -0.09054], [0.21712, -2.64281, 0.80560], [0.86673, 1.62530, 1.85905], [-0.83150, 0.94866, 1.48572], [-0.00539, 2.30358, 0.55943], [2.42752, -1.13874, -3.41297], [3.71545, -0.41593, -3.90635], [3.87402, -0.13612, -5.08310], [4.61736, 0.01350, -2.75297], [4.04699, 0.39800, -2.01342], [4.93548, -0.88594, -2.42145], [5.91365, 0.88124, -3.07012], [1.44108, -0.74202, -3.65310], [2.52754, -1.35884, -2.35012], [2.49121, -2.14596, -3.82474], [5.78352, 1.95681, -3.18975], [6.42383, 0.42006, -3.91577], [6.59858, 0.73062, -2.23568], [-5.84477, 1.63581, 2.64020], [-4.73992, 1.50470, 1.55855], [-4.23693, 2.47273, 0.99020], [-4.25615, 0.02444, 1.22592], [-3.54403, -0.31506, 1.85658], [-5.04480, -0.60215, 1.30024], [-3.61201, -0.09034, -0.25140], [-5.94060, 2.59297, 3.15278], [-5.67867, 0.89055, 3.41808], [-6.83832, 1.46777, 2.22459], [-2.65960, -0.62027, -0.26528], [-3.43614, 0.91671, -0.62957], [-4.45323, -0.56709, -0.75456], [2.14596, -2.20171, 5.05227], [3.54638, -1.93372, 5.75528], [4.64738, -1.42503, 4.69807], [5.93342, -1.21144, 5.48306], [4.90945, -2.34601, 3.54384], [4.84887, -3.80096, 4.05561], [4.34723, 0.05890, 4.15931], [5.53311, 0.95799, 3.63249], [6.42816, 0.24770, 2.82141], [6.09773, 0.37765, 1.41883], [1.38261, -2.43964, 5.79306], [2.07675, -3.04851, 4.36945], [1.75757, -1.45662, 4.35794], [3.94866, -2.79308, 6.29171], [3.35644, -1.14139, 6.47932], [5.99021, -2.04788, 6.17966], [5.98071, -0.33255, 6.12604], [6.80715, -1.21843, 4.83142], [5.83478, -2.09188, 3.02684], [4.04510, -2.29771, 2.88152], [5.44723, -4.33354, 3.31640], [3.92213, -4.34808, 3.88267], [5.29363, -3.96363, 5.03735], [3.84683, 0.49506, 5.02387], [3.74524, -0.23390, 3.29909], [6.15726, 1.36243, 4.42934], [4.99374, 1.85265, 3.32145], [5.20168, -0.17858, 1.14352], [6.81131, -0.05730, 0.71904], [5.90897, 1.42863, 1.19992], [-3.03589, -3.79402, -0.96640], [-4.45660, -4.33252, -0.71764], [-5.34199, -4.44683, -2.06673], [-5.84870, -3.17171, -2.66708], [-4.72845, -5.38957, -3.17293], [-3.76909, -4.66351, -4.13026], [-6.64141, -5.14471, -1.55793], [-6.63351, -6.67834, -1.31403], [-5.52265, -7.14092, -0.53889], [-5.96039, -8.05864, 0.41919], [-2.42368, -3.51037, -0.11034], [-3.08573, -2.85718, -1.52134], [-2.42357, -4.51250, -1.51133], [-4.95386, -3.64831, -0.03012], [-4.30403, -5.29121, -0.22192], [-6.38777, -2.70578, -1.84221], [-6.61158, -3.31122, -3.43301], [-5.01040, -2.57551, -3.02748], [-5.51118, -5.92273, -3.71253], [-4.30496, -6.23299, -2.62758], [-4.13232, -3.80415, -4.69387], [-3.43571, -5.46459, -4.78998], [-2.89162, -4.25583, -3.62832], [-7.58404, -4.78694, -1.97209], [-6.83955, -4.62767, -0.61904], [-6.75420, -7.17124, -2.27870], [-7.64736, -6.78174, -0.92736], [-6.14162, -9.08772, 0.10897], [-6.85587, -7.70291, 0.92876], [-5.16088, -8.14895, 1.15454], [-1.26279, 4.90294, -4.97533], [-1.93700, 4.61684, -3.52887], [-1.02041, 5.02444, -2.35271], [0.33526, 4.35451, -2.54132], [-0.84917, 6.56790, -2.35851], [0.09509, 7.17975, -1.27740], [-1.61691, 4.50235, -0.99626], [-3.11355, 4.95632, -0.74914], [-3.38824, 6.22198, -1.32962], [-4.72697, 6.57185, -1.12690], [-2.00612, 4.72232, -5.75181], [-0.44441, 4.27349, -5.32482], [-0.87970, 5.91402, -5.11344], [-2.08912, 3.56665, -3.27977], [-2.85494, 5.19232, -3.40925], [0.90958, 4.42067, -1.61727], [0.88247, 4.85087, -3.34275], [0.14239, 3.28563, -2.63293], [-1.81571, 7.06920, -2.40949], [-0.41694, 6.74685, -3.34301], [-0.52169, 7.69614, -0.54185], [0.83630, 7.91488, -1.59089], [0.74127, 6.48726, -0.73795], [-1.08784, 5.01775, -0.19467], [-1.42907, 3.45533, -0.75845], [-3.24481, 4.94770, 0.33289], [-3.80870, 4.21451, -1.14230], [-5.04013, 6.27118, -0.12709], [-5.34495, 5.96365, -1.78743], [-4.96717, 7.63495, -1.11212], [3.56711, 3.16456, -0.38017], [4.93845, 2.92331, -0.33969], [3.02944, 1.97924, -1.01130], [3.10139, 3.57607, 1.06087], [3.62635, 4.63758, 1.60385], [1.82586, 3.87560, 0.90115], [3.27097, 2.63277, 1.94339], [5.86916, 4.02768, -0.61244], [7.24617, 3.44064, -0.93964], [8.03302, 4.16189, -0.71882], [7.35963, 2.58630, -0.27231], [7.19087, 3.11378, -1.97801], [5.88788, 4.81677, 0.13928], [5.49317, 4.51089, -1.51425], [3.43841, 3.96987, -1.10338], [-1.48856, 0.36026, -3.40626], [-2.83366, 0.89712, -3.54685], [-1.19636, 0.82591, -2.08149], [-1.37540, -1.12612, -3.77749], [-2.62699, -1.73476, -4.00478], [-0.59096, -1.28870, -4.85742], [-0.71539, -1.79390, -2.80382], [-3.30596, 1.07112, -4.87977], [-4.77793, 1.23282, -4.78611], [-5.21571, 0.29519, -4.44359], [-5.16328, 1.94339, -4.05488], [-5.22959, 1.57594, -5.71690], [-3.04673, 0.29621, -5.60117], [-2.84923, 1.94930, -5.33617], [-0.90370, 0.90175, -4.14978], [4.51506, -3.74343, -1.29226], [3.03739, -3.73043, -1.63740], [5.18776, -2.52501, -1.61976], [4.60302, -4.27142, 0.19737], [3.54887, -4.08899, 0.94779], [4.84568, -5.58977, 0.25217], [5.71762, -3.98000, 0.84967], [2.37115, -4.93289, -2.09053], [1.00792, -4.50898, -2.63130], [1.16326, -3.80350, -3.44755], [0.46205, -5.35712, -3.04454], [0.44853, -3.99459, -1.84989], [2.17278, -5.61668, -1.26519], [2.99799, -5.29659, -2.90471], [4.99324, -4.46455, -1.95515], [-0.57998, 5.35943, 4.75682], [0.12265, 6.49635, 4.24599], [-1.32754, 5.84910, 5.82374], [-1.17908, 4.38165, 3.64249], [-1.43137, 5.07505, 2.49858], [-0.42222, 3.35114, 3.34025], [-2.36171, 3.78242, 3.92785], [1.39007, 6.18601, 3.56101], [1.77717, 7.42116, 2.81198], [2.03897, 8.30820, 3.38879], [2.65620, 7.32410, 2.17483], [1.01120, 7.66783, 2.07676], [1.26270, 5.33410, 2.89308], [2.20161, 5.88939, 4.22548], [0.18994, 4.71181, 5.17622], [-1.70271, -2.32872, 3.40994], [-1.70848, -3.36220, 2.40937], [-2.11361, -1.14501, 2.63133], [-2.58675, -2.66194, 4.76302], [-2.50595, -3.93209, 5.08024], [-2.21109, -2.01422, 5.88873], [-3.84580, -2.38735, 4.76399], [-0.71418, -4.42375, 2.67661], [-1.03750, -5.55679, 1.70725], [-1.68039, -5.27842, 0.87220], [-0.13996, -5.92169, 1.20789], [-1.54968, -6.38930, 2.18963], [-0.94976, -4.88457, 3.63591], [0.35823, -4.26790, 2.55934], [-0.64706, -2.19453, 3.64595]]
}